Record 1
Molecular formula: C28H44BrMnNOP2
Method: DFT, wB97M-V/def2-TZVPD

Geometry (Å):
C  -0.86  -2.93  -1.10
Mn  -3.12  3.61  -1.88
H  -2.90  -3.13  0.78
C  0.54  1.14  0.74
H  -3.57  -0.53  -4.36
C  5.15  -0.57  1.89
C  3.32  -0.69  -1.28
H  2.26  1.22  5.45
H  4.35  -0.36  -1.06
H  3.15  -2.32  3.39
C  -1.74  0.44  0.27
Br  -0.39  -1.24  2.07
C  -2.75  -1.16  -2.44
H  -3.76  -1.67  0.28
C  -0.91  2.51  -0.64
C  -0.99  7.13  -2.88
H  2.96  -4.39  1.11
H  -4.06  -2.15  -3.88
H  1.13  0.73  6.73
H  -5.28  -3.67  0.88
C  -1.93  1.54  -0.56
C  -4.84  -3.51  -0.10
H  2.67  0.19  -1.25
C  -1.44  4.85  -1.88
H  -4.66  -4.49  -0.55
H  -2.59  -0.22  0.47
O  0.40  1.67  3.80
C  -0.32  -4.35  -1.33
P  -2.61  -2.72  -1.56
C  0.28  0.91  4.76
C  -1.22  3.70  -1.35
H  1.11  3.06  -0.12
H  -0.60  -5.02  -0.52
C  -1.29  5.75  -3.00
C  -0.51  0.23  0.94
H  -5.57  -2.99  -0.71
H  1.67  -3.02  2.73
H  3.31  -1.05  -2.32
H  -0.76  -2.64  -0.04
H  -0.71  -4.77  -2.27
H  1.71  -0.47  5.56
H  -3.45  -0.53  -1.89
H  0.78  -4.34  -1.40
P  2.47  -1.29  1.35
C  -3.23  -1.44  -3.87
H  -0.42  8.95  -3.96
C  3.71  -0.06  1.89
H  1.52  0.97  1.17
H  -1.73  4.21  -4.51
H  5.32  -1.36  2.63
C  -1.44  5.24  -4.32
H  -1.85  0.78  4.69
C  3.47  -3.90  1.94
C  1.41  0.58  5.68
H  5.46  -0.95  0.91
H  3.62  0.81  1.22
H  -1.05  -0.78  4.70
H  -2.92  1.79  -1.05
C  0.35  2.28  -0.04
H  -0.28  -2.19  -1.69
H  -0.95  7.62  -1.91
C  2.69  -2.71  2.47
C  -1.03  0.22  5.12
C  -0.71  7.88  -4.04
N  -0.83  7.36  -5.28
H  3.60  -2.60  -0.29
H  -1.14  0.16  6.20
C  -3.54  -2.70  0.00
H  -1.77  -0.68  -2.44
H  1.92  -2.25  -0.75
C  -1.16  6.07  -5.42
C  2.85  -1.80  -0.35
H  4.48  -3.63  1.61
H  5.83  0.25  2.14
H  3.59  -4.65  2.73
H  3.41  0.27  2.90
H  -1.21  5.65  -6.45
H  -2.43  -1.87  -4.47

<S²>: 8.82
Energy relative to the best compared isomer or geometry (same formula, charge and spin) (eV): 1.195
Lowest unoccupied orbital energy (spin up / spin down) (Eh): -0.2501 / -0.2910
Gap between HOMO and LUMO (spin up / spin down) (eV): 5.26 / 4.15
Calculated total energy (hartree): -5630.25530
Total charge: +2
Max |F| (eV/Å): 2.6
HOMO energy (spin up / spin down) (eV): -12.0674 / -12.0651
Spin multiplicity: 6
Molar mass (g/mol): 607.5

---

Record 2
Molecular formula: C22H21NO7
Method: DFT, wB97M-V/def2-TZVPD

Geometry (Å):
H  -0.16  4.58  -2.26
C  -1.91  5.42  0.84
C  -0.50  1.61  -2.15
H  -2.59  5.87  0.12
C  -1.26  3.56  -0.75
C  1.53  4.03  2.90
H  0.54  4.76  4.66
C  0.69  -6.48  -0.24
H  -0.42  2.23  -3.03
H  1.90  3.09  2.48
C  0.04  -2.76  -0.27
C  -0.65  -0.03  0.08
H  -0.73  -0.62  0.98
H  0.16  -0.14  -3.19
C  -1.73  3.06  1.60
H  -0.12  3.24  4.04
C  -1.19  4.47  -1.94
O  0.68  4.57  1.88
H  1.44  3.25  4.89
H  -0.08  6.19  -0.04
H  -0.99  -2.81  0.12
N  1.66  -7.99  -1.90
H  1.86  -5.77  -3.34
H  1.16  -3.49  -2.64
H  0.70  -2.43  0.55
C  -0.24  -0.56  -1.13
H  -0.14  -5.05  1.11
C  -0.17  0.28  -2.25
C  1.25  -6.66  -1.49
C  -0.92  2.17  -0.94
O  2.15  -8.11  -3.00
O  0.11  -1.85  -1.35
H  0.56  -7.32  0.42
C  -1.62  3.99  0.49
O  -1.39  1.75  1.38
C  0.30  -5.21  0.14
O  -2.10  3.35  2.71
C  1.42  -5.60  -2.37
C  0.30  5.84  2.02
C  -0.63  6.27  0.90
C  1.03  -4.33  -1.98
O  1.49  -8.89  -1.11
C  -0.99  1.32  0.17
C  0.46  -4.13  -0.72
C  0.80  3.80  4.21
H  -2.39  5.43  1.82
O  0.67  6.57  2.90
H  -0.89  7.32  1.07
H  2.38  4.72  3.05
H  -1.76  4.03  -2.77
H  -1.60  5.45  -1.72

Energy relative to the best compared isomer or geometry (same formula, charge and spin) (eV): 2.153
Lowest unoccupied orbital energy (Eh): -0.0224
SMILES: CCOC(=O)CCc1c(C)c2ccc(OCc3ccc([N+](=O)[O-])cc3)cc2oc1=O
Gap between HOMO and LUMO (eV): 7.94
Calculated total energy (hartree): -1432.32207
Max |F| (eV/Å): 1.3
HOMO energy (eV): -8.5444
Molar mass (g/mol): 411.4

---

Record 3
Molecular formula: C22H20ClNO3S2
Method: DFT, wB97M-V/def2-TZVPD

Geometry (Å):
C  2.77  -0.89  -1.73
O  -2.70  0.37  -0.05
C  -2.69  -1.77  1.42
C  1.30  3.23  1.29
H  6.11  1.87  -2.91
C  2.25  0.67  -3.41
H  -0.73  2.25  1.26
H  1.21  -1.69  -0.57
C  2.19  3.77  0.42
C  -4.56  -2.24  3.04
H  -1.61  -3.60  0.81
H  0.16  1.49  -3.35
H  2.61  4.36  -1.52
N  -1.26  -1.27  -0.54
C  -0.37  3.13  -0.66
H  -3.18  -4.96  2.03
H  -1.82  -4.58  2.98
H  3.34  -1.55  -1.07
H  -2.25  -1.96  4.05
H  -4.30  -4.10  3.98
C  -0.02  2.84  0.72
C  0.45  -0.16  -1.92
H  -3.11  -0.47  2.94
C  1.44  -1.03  -1.40
C  -2.32  -3.15  1.46
H  4.78  1.49  -1.73
O  5.00  0.08  -4.54
S  4.95  -0.41  -3.15
S  -1.95  2.57  -1.46
H  -5.34  -2.69  2.41
C  -0.93  -0.12  -1.33
C  -2.25  -0.99  0.29
C  -2.65  -4.12  2.49
O  -2.78  -2.73  4.50
C  3.21  -0.14  -2.81
Cl  3.82  3.95  1.02
H  -5.06  -1.76  3.91
H  6.38  0.77  -1.62
H  0.35  3.99  -2.55
H  2.73  1.32  -4.22
C  -1.82  0.91  -1.00
H  -4.40  -0.65  1.82
C  0.93  0.80  -2.90
C  1.81  4.01  -0.88
C  5.61  1.06  -2.33
H  1.51  2.89  2.35
C  -3.74  -1.20  2.34
C  -3.63  -3.39  3.58
C  0.55  3.80  -1.46

Energy relative to the best compared isomer or geometry (same formula, charge and spin) (eV): 3.263
Lowest unoccupied orbital energy (Eh): -0.0063
Gap between HOMO and LUMO (eV): 8.01
Calculated total energy (hartree): -2387.20363
Max |F| (eV/Å): 5.4
HOMO energy (eV): -8.1770
Molar mass (g/mol): 446.0

---

Record 4
Molecular formula: C3H6N2O
Method: DFT, wB97M-V/def2-TZVPD

Geometry (Å):
H  0.33  2.49  -0.31
H  0.18  1.57  1.61
H  2.01  -1.97  -0.45
O  -1.71  -0.44  0.57
C  0.77  -1.65  -0.54
N  0.06  -2.69  -0.62
C  -0.23  1.85  0.49
N  0.47  -0.28  -0.28
H  -0.89  -2.08  -0.55
C  -0.72  0.34  0.12
H  1.09  0.47  -0.35
H  -1.36  2.40  0.32

Energy relative to the best compared isomer or geometry (same formula, charge and spin) (eV): 4.352
Lowest unoccupied orbital energy (Eh): 0.0066
SMILES: [H]/N=C\NC(C)=O
Gap between HOMO and LUMO (eV): 10.22
Calculated total energy (hartree): -302.53316
Max |F| (eV/Å): 7.2
HOMO energy (eV): -10.0389
Molar mass (g/mol): 86.1

---

Record 5
Molecular formula: C12H17ClNO2
Method: DFT, wB97M-V/def2-TZVPD

Geometry (Å):
H  -4.22  1.96  -0.46
H  -4.45  1.76  1.37
H  3.46  1.20  -0.07
O  -2.94  -0.89  -2.63
H  -1.41  -1.09  1.78
H  3.64  -1.06  -1.96
C  3.98  -0.43  1.38
C  2.94  -0.82  -1.07
H  2.95  -0.53  1.94
C  3.84  0.13  -0.11
C  -3.79  -0.17  0.33
H  1.79  0.93  -1.37
N  1.80  -0.07  -1.62
C  -2.37  -0.63  -0.20
H  -0.40  0.51  -3.05
C  -1.31  -1.04  0.65
H  -1.65  2.00  -0.16
C  0.04  -1.48  -0.09
H  4.58  -1.39  1.35
H  -2.40  3.20  0.99
H  -4.09  -0.65  1.32
H  2.72  -1.81  -0.58
H  4.90  0.19  -0.56
C  -3.80  1.45  0.48
H  4.60  0.32  2.00
O  0.56  -2.53  0.32
C  -0.58  -0.15  -2.14
Cl  1.96  -0.93  3.35
H  -1.82  1.55  1.61
H  -4.57  -0.42  -0.45
C  -2.36  2.08  0.74
C  -2.07  -0.61  -1.78
C  0.48  -0.58  -1.29

Lowest unoccupied orbital energy (Eh): 0.0733
Gap between HOMO and LUMO (eV): 5.67
Calculated total energy (hartree): -1132.79393
Total charge: -1
Max |F| (eV/Å): 3.7
HOMO energy (eV): -3.6732
Molar mass (g/mol): 242.7

---

Record 6
Molecular formula: C17H32BBr9ClN3O4P
Method: DFT, wB97M-V/def2-TZVPD

Geometry (Å):
C  -1.21  -0.73  2.23
H  -5.28  0.91  -5.02
H  -0.62  -1.52  -6.25
C  -3.63  0.42  1.96
C  6.69  2.10  -0.62
C  4.99  -1.79  5.29
C  -4.88  2.83  -4.13
C  -0.24  -1.10  -7.19
H  1.28  0.01  -6.15
C  -5.63  -0.11  0.22
H  5.63  2.36  -0.65
H  -4.18  1.42  1.91
H  -3.39  3.35  2.35
Br  1.55  0.70  -8.50
P  2.67  0.90  0.81
N  -2.54  3.67  1.88
Br  -2.84  0.88  -4.65
Br  -4.17  3.54  -2.45
H  -3.14  2.40  0.17
H  0.34  -1.86  -7.71
H  -3.92  -0.05  2.97
H  -1.60  3.43  -0.01
Cl  1.47  -1.99  2.40
Br  4.92  -2.96  2.68
Br  8.71  0.11  -1.07
C  0.34  -0.65  1.96
O  -1.78  -2.21  4.41
H  -5.51  0.75  -0.54
H  -4.93  0.82  -3.28
O  3.26  -0.51  0.02
Br  6.59  -0.71  5.08
H  -4.28  -1.66  1.14
H  4.29  1.86  1.88
C  -4.20  -0.58  0.79
H  4.88  -1.93  6.37
H  3.43  -1.24  0.66
H  4.15  -1.21  4.91
H  -1.75  3.71  2.55
C  0.81  0.68  1.24
C  -1.70  -4.30  2.24
H  7.21  2.63  -1.41
C  -2.06  0.51  1.74
O  3.56  1.28  2.21
Br  -1.83  -0.76  -8.25
H  4.35  -3.81  4.92
H  -0.73  -4.03  2.80
H  6.11  -3.60  4.78
H  -6.07  -0.99  -0.38
O  -2.53  -3.08  2.25
C  5.14  -3.13  4.61
H  -1.75  -1.30  4.78
H  -6.39  0.13  1.04
C  -2.20  2.78  0.72
Br  -2.96  -0.59  -0.80
C  -4.69  1.33  -4.21
N  -0.04  1.74  0.88
H  -2.18  -5.17  2.78
H  6.28  0.19  -1.53
H  -0.10  1.01  -6.66
Br  7.35  2.80  1.07
N  -1.34  1.59  1.13
H  -4.39  3.37  -4.94
H  -1.50  -4.52  1.12
H  6.57  0.08  0.22
C  6.86  0.60  -0.70
C  0.53  0.16  -6.93
B  -1.84  -2.03  2.96
H  -5.94  3.08  -4.12

Lowest unoccupied orbital energy (Eh): -0.1811
Gap between HOMO and LUMO (eV): 6.51
Calculated total energy (hartree): -25124.41243
Total charge: +1
Max |F| (eV/Å): 5.1
HOMO energy (eV): -11.4337
Molar mass (g/mol): 1138.8